1.
The following is a DFT calculation (ωB97M-V with the def2-TZVPD basis set) of a molecular structure, C12H23CuNO3P2 in a non-equilibrium geometry.

Geometry as XYZ:
```
42
Properties=species:S:1:pos:R:3:forces:R:3
Cu 0.2726 -0.2694 -0.1660 0.0 -0.3 0.1
O 0.4343 -1.0841 -1.9483 -0.5 0.3 -2.1
C -0.0335 -0.7747 -3.0613 0.0 0.2 2.2
O -1.5502 0.3408 -0.9063 -0.8 1.0 -2.3
C -1.7843 0.6308 -2.0933 0.5 -0.5 2.2
O -2.7932 1.3921 -2.4802 0.5 -0.6 -0.9
N -1.0498 0.1811 -3.1787 0.4 -0.8 -0.3
C -2.8429 1.3726 -3.9666 -0.8 1.0 0.6
C -1.7781 0.4276 -4.4289 0.5 -0.7 -0.1
H -2.6529 2.3839 -4.3287 -0.3 0.0 0.3
H -3.8449 1.0330 -4.2317 0.1 0.2 0.0
H -1.1206 0.8479 -5.1908 -0.1 0.1 0.1
H -2.2278 -0.4923 -4.8203 0.3 0.0 0.1
C 0.4480 -1.4133 -4.2615 0.4 -0.5 -0.7
C 1.1161 -2.5645 -4.0967 -0.4 0.2 -0.4
H 0.2450 -0.9240 -5.2172 0.2 -0.5 0.2
H 1.2286 -2.9824 -3.0971 0.1 0.1 -0.3
H 1.5031 -3.1323 -4.9366 0.0 0.1 0.1
C -1.8036 1.4240 1.8793 1.1 -0.9 -0.3
P -0.4160 2.4313 1.1372 0.5 1.8 0.2
C -0.3148 3.3848 2.7033 0.0 0.9 0.0
C 1.5415 2.1544 1.2564 -0.9 -1.0 -0.1
C 2.1869 1.0437 2.0569 0.2 -0.7 -0.1
P 1.4989 -0.6035 1.5809 0.3 0.5 1.1
C 2.9179 -1.7305 1.8964 0.1 -0.2 -0.4
C 0.3764 -1.0179 2.9554 0.1 -0.4 -0.1
H -2.7244 1.9847 1.7674 0.1 0.4 -0.2
H -1.6173 1.2505 2.9322 -0.3 -0.2 0.1
H -1.9168 0.5158 1.3074 -0.3 -0.4 0.2
H -0.2167 2.6251 3.4736 0.1 0.2 0.4
H 0.5513 4.0536 2.7240 -0.3 -0.1 0.1
H -1.2105 3.9816 2.8786 0.0 -0.1 0.1
H 1.8073 2.0161 0.2113 0.2 0.2 -0.1
H 1.9124 3.1157 1.6263 -0.3 -0.1 -0.4
H 3.2583 0.9683 1.7971 -0.3 0.2 0.3
H 2.0766 1.1737 3.1390 0.2 0.0 -0.1
H 3.2686 -1.6770 2.9393 -0.3 0.1 -0.3
H 2.6217 -2.7648 1.6777 0.1 0.2 0.1
H 3.7706 -1.4790 1.2457 -0.4 -0.1 0.1
H -0.4281 -0.2869 3.0294 0.2 -0.1 0.0
H 0.9303 -1.0920 3.8940 -0.1 0.1 0.0
H -0.0653 -1.9928 2.7242 0.0 0.1 0.2
```
Forces are in eV/Å.

Results
- Charge: +1
- HOMO level: -10.7 eV
- Energy relative to the best compared isomer or geometry (same formula, charge and spin): 0.0 kcal per mole
- Kohn-Sham gap: 7.1047 eV
- Multiplicity: 1

These are the Mulliken partial charges, in e, on atoms 1 to 5: number 1, Cu, carries 0.139; number 2, O, carries -0.909; number 3, C, carries 0.871; number 4, O, carries -0.503; number 5, C, carries 0.286

=====

2.
The following is a DFT calculation (ωB97M-V with the def2-TZVPD basis set) of a molecular structure, C12H23N2O2OsP2S in a non-equilibrium geometry.

Geometry as XYZ:
```
43
Properties=species:S:1:pos:R:3:forces:R:3
Os 0.1273 -0.2928 -0.0519 0.7 -2.1 0.9
P -1.5182 0.8015 -1.1735 -1.4 2.2 -1.6
C -0.5933 2.4357 -1.1906 -1.2 0.5 1.9
C 0.0022 2.6753 0.1549 -0.4 -1.1 -2.2
N 0.4559 1.5853 0.8045 0.3 -0.3 -0.2
C 1.2129 1.6678 1.9100 -0.3 -2.0 -0.8
C 1.4342 2.9165 2.4869 0.1 1.3 0.6
C 0.9079 4.0572 1.8864 0.4 0.2 0.3
C 0.2349 3.9389 0.6796 -0.2 1.4 0.6
C 1.7663 0.3634 2.4441 0.4 0.4 0.2
P 2.0302 -0.9792 1.1389 1.9 1.3 1.7
H -0.1793 4.7829 0.1385 0.2 0.2 0.2
H 2.0093 2.9380 3.4052 0.0 0.3 0.0
H 1.0668 5.0351 2.3326 0.0 -0.1 0.0
H 2.7373 0.5416 2.9193 -0.2 0.1 0.3
H 1.0851 -0.0485 3.2080 0.1 0.2 -0.1
H 0.2516 2.3982 -1.9681 0.4 -0.3 0.1
H -1.3217 3.2048 -1.4692 0.4 0.3 -0.1
H 1.8077 0.9391 -2.5631 0.1 1.7 -0.3
O 1.7172 1.9737 -2.4918 0.1 -1.0 -0.3
H 1.9700 2.3426 -3.3601 0.0 -0.1 0.4
H 1.4628 -1.1333 -1.9608 1.6 0.9 -2.1
O 2.0612 -0.5531 -2.5708 -1.2 -1.5 1.1
H 2.1291 -1.0209 -3.4252 0.0 0.1 0.2
C 3.5350 -0.4179 0.3041 -0.2 0.0 -0.1
H 4.2656 -0.1618 1.0827 0.0 -0.1 -0.2
H 3.9087 -1.2462 -0.3098 0.0 0.3 0.0
H 3.3312 0.4604 -0.3252 0.2 -0.2 0.1
C 2.4556 -2.4791 2.0491 -0.4 0.0 0.2
H 2.7590 -3.2728 1.3510 0.0 0.3 0.2
H 3.2735 -2.2665 2.7510 -0.2 0.0 -0.1
H 1.5575 -2.7959 2.5931 0.2 -0.1 0.0
C -3.0794 1.2559 -0.3548 0.1 -0.3 0.3
H -3.3822 2.2518 -0.7074 0.0 -0.3 0.0
H -3.8367 0.5056 -0.6186 0.1 0.2 0.1
H -2.9530 1.2618 0.7374 -0.1 0.0 -0.3
C -1.8992 0.5087 -2.9120 0.2 -0.3 0.2
H -2.3164 -0.5026 -2.9768 0.0 0.2 -0.2
H -2.6331 1.2462 -3.2576 0.1 -0.1 0.0
H -0.9751 0.5706 -3.4991 -0.3 -0.1 0.0
S 0.8579 -2.2988 -0.4587 -1.0 -1.7 -1.1
C -1.0820 -0.7890 1.3018 -1.4 -0.4 1.1
N -1.8790 -1.0358 2.1386 1.0 0.3 -0.8
```
Forces are in eV/Å.

Results
- Charge: +3
- HOMO level (alpha / beta): -18.4 / -19.9 eV
- Energy relative to the best compared isomer or geometry (same formula, charge and spin): 90.4 kcal per mole
- Kohn-Sham gap (alpha / beta): 6.7495 / 4.9203 eV
- Multiplicity: 5

These are the Mulliken partial charges, in e, on atoms 1 to 5: number 1, Os, carries 2.031; number 2, P, carries 0.314; number 3, C, carries -1.511; number 4, C, carries 1.038; number 5, N, carries -0.160

=====

3.
The following is a DFT calculation (ωB97M-V with the def2-TZVPD basis set) of 2 unconnected molecules or ions with the total composition C12H23N5O3S in a non-equilibrium geometry.

Geometry as XYZ:
```
44
Properties=species:S:1:pos:R:3:forces:R:3
C -3.8410 1.6771 -4.2852 0.2 0.2 0.4
N -2.6934 1.1115 -3.5779 -0.2 -0.9 -0.7
C -2.1618 1.6416 -2.4695 0.3 1.6 0.3
O -2.5965 2.6769 -1.9777 0.0 -0.5 0.0
C -0.9066 0.9477 -1.9155 0.7 0.0 0.2
N 0.1852 0.8861 -2.9138 -1.5 -0.9 1.1
C 0.7412 1.8569 -3.6428 1.0 1.2 -1.0
C 0.2676 3.2933 -3.5453 0.0 -0.3 0.2
O 1.6565 1.5800 -4.4007 0.2 -0.2 -0.2
C -0.4326 1.4774 -0.5365 -0.1 -0.3 0.4
C -1.4423 1.1391 0.5704 -0.2 0.4 -0.5
C 0.9111 0.8622 -0.1151 -0.1 0.4 -0.7
H -4.6948 1.7448 -3.6080 0.0 0.0 -0.1
H -4.1064 1.0530 -5.1396 0.2 0.0 0.2
H -3.5978 2.6826 -4.6349 -0.1 0.0 0.0
H -2.2483 0.2958 -3.9680 0.0 0.1 0.0
H -1.2066 -0.0854 -1.7412 0.1 -0.3 -0.1
H 0.6276 -0.0100 -3.0468 0.0 0.0 0.0
H 0.2249 3.6058 -2.5058 -0.3 0.1 0.1
H -0.7140 3.3914 -4.0035 -0.2 0.1 0.1
H 0.9727 3.9295 -4.0771 0.0 -0.2 0.0
H -0.3099 2.5589 -0.5746 -0.1 0.1 -0.1
H -1.0941 1.5401 1.5225 0.0 -0.1 0.0
H -2.4105 1.5888 0.3508 -0.1 -0.1 0.1
H -1.5597 0.0585 0.6576 0.0 -0.1 0.1
H 1.1750 1.2036 0.8858 0.0 -0.1 0.0
H 0.8432 -0.2251 -0.1250 0.1 -0.1 0.1
H 1.7028 1.1830 -0.7922 0.1 -0.2 0.0
C 2.0378 -2.6958 1.0956 -0.2 0.1 0.4
O 0.7144 -2.4270 1.5852 0.0 0.3 0.1
C 0.6755 -1.5342 2.7151 0.3 -0.6 -0.2
C 1.2609 -2.1617 3.9534 1.2 0.6 -0.1
N 2.4861 -1.9114 4.3520 -1.4 -0.4 -0.1
N 2.8310 -2.6169 5.4732 -0.4 0.1 -0.3
C 1.8573 -3.3731 5.8884 0.7 -0.3 0.2
N 2.0277 -4.1764 6.9856 -0.5 -0.2 0.0
S 0.4018 -3.3107 4.9491 0.5 0.3 -0.1
H 1.9766 -3.1946 0.1242 -0.3 0.1 0.2
H 2.5798 -3.3523 1.7836 0.0 0.1 0.0
H 2.6090 -1.7703 0.9702 0.0 0.0 0.1
H -0.3650 -1.2629 2.9145 0.0 -0.2 -0.4
H 1.2205 -0.6135 2.4853 0.1 -0.1 0.1
H 2.9941 -4.2931 7.2751 -0.4 -0.1 -0.1
H 1.4009 -4.9709 7.0592 0.5 0.2 0.1
```
Forces are in eV/Å.

Results
- HOMO level: -9.0 eV
- Kohn-Sham gap: 9.4163 eV
- Multiplicity: 1

These are the Mulliken partial charges, in e, on atoms 1 to 5: number 1, C, carries -0.884; number 2, N, carries -0.122; number 3, C, carries 0.073; number 4, O, carries -0.640; number 5, C, carries -0.060

=====

So what do the calculations give for energy? Going down the list: -83661.07500; -51740.17786; -37245.30108 eV.